[1]
The following is a quantum chemistry calculation of a 2-piece molecular cluster, C5H7N3O2 overall in a non-equilibrium geometry, from OMol25.

Properties
SMILES string = [H]/N=c1/ccn(C)[nH]1.O=C=O
E_tot = -509.42218 a.u.
largest force on an atom = 4.858 eV Å⁻¹
gap between HOMO and LUMO = 7.853 eV
energy above the lowest of the compared OMol25 structures with the same formula, charge and spin = 48.5 kcal per mole

Each line ends with the Löwdin charge.
Element x y z (Å)
1 O -3.218 -0.727 0.889  0.20
2 O -3.635 -0.240 -1.294  0.24
3 N 0.604 -0.685 0.764  0.10
4 N 0.332 0.471 0.018  -0.16
5 N 0.261 -3.049 0.427  0.07
6 C -0.268 0.043 -1.144  -0.09
7 C 0.746 1.775 0.486  -0.03
8 C -0.339 -1.311 -1.177  -0.03
9 C 0.150 -1.795 0.117  -0.49
10 C -3.351 -0.465 -0.235  -0.47
11 H 0.040 2.442 0.115  0.06
12 H -0.857 0.663 -1.890  0.15
13 H 1.766 2.227 0.191  0.12
14 H -0.735 -1.862 -1.990  0.10
15 H 0.783 1.863 1.494  0.04
16 H 0.654 -0.579 1.792  0.17
17 H 0.735 -3.267 1.330  0.03

[2]
The following is a quantum chemistry calculation of C37H68BrO5PS5SiTc as an isolated structure in a non-equilibrium geometry, from OMol25.

Properties
E_tot = -7103.76206 a.u.
largest force on an atom = 1.051 eV Å⁻¹
gap between HOMO and LUMO (spin up / spin down) = 7.233 / 6.001 eV
energy above the lowest of the compared OMol25 structures with the same formula, charge and spin = 0.0 kcal per mole
spin multiplicity = 4

Each line ends with the Löwdin charge.
Element x y z (Å)
1 Tc 0.059 -0.147 -0.019  0.66
2 Br -0.190 -0.988 -2.308  0.15
3 S -2.312 0.530 -0.215  0.64
4 S -0.837 -2.179 0.905  0.66
5 S -3.459 -3.524 0.545  0.92
6 S -4.768 -1.131 -0.483  0.92
7 S -6.333 -3.636 -0.181  0.59
8 P 2.404 -0.987 -0.184  1.02
9 Si -0.258 0.981 3.269  0.03
10 O 0.565 2.037 -0.775  -0.32
11 O 0.156 2.552 3.513  -0.11
12 O 0.587 0.030 4.295  -0.10
13 O -1.874 0.852 3.500  -0.09
14 O 0.217 0.582 1.786  -0.45
15 C 4.032 0.883 1.142  -0.20
16 C 2.565 2.738 3.611  -0.02
17 C 1.015 3.001 0.210  -0.17
18 C -3.077 -0.969 -0.086  -1.12
19 C 2.080 -5.539 -0.615  -0.20
20 C 3.212 -0.540 -1.822  -0.42
21 C -2.458 -2.108 0.395  -1.08
22 C 0.151 4.141 -1.706  -0.14
23 C -0.710 -0.425 6.306  -0.02
24 C 2.378 -2.851 -0.312  -0.44
25 C -0.303 2.692 -1.715  -0.23
26 C 5.550 0.451 -2.220  -0.20
27 C 0.254 -0.975 5.254  -0.62
28 C -0.387 -2.173 4.561  -0.02
29 C -4.230 1.114 3.524  -0.02
30 C 2.139 -3.597 1.010  -0.25
31 C 1.199 2.876 5.694  -0.01
32 C -2.903 1.819 3.782  -0.62
33 C 4.202 -0.342 3.588  -0.18
34 C 1.028 4.692 3.972  -0.02
35 C 5.369 1.077 1.876  -0.17
36 C 3.512 -5.059 -0.838  -0.19
37 C 5.554 0.020 2.977  -0.19
38 C 3.672 -0.605 1.115  -0.40
39 C 1.571 -1.386 5.906  -0.02
40 C 3.265 -0.998 2.548  -0.19
41 C 5.090 1.184 -3.486  -0.19
42 C -2.819 2.239 5.251  -0.02
43 C 1.530 -4.975 0.705  -0.19
44 C 2.865 0.877 -2.304  -0.25
45 C 4.732 -0.817 -1.969  -0.19
46 C -4.937 -2.810 -0.044  -1.49
47 C -2.800 3.074 2.911  -0.02
48 C 3.557 1.145 -3.639  -0.18
49 C 0.440 4.351 -0.217  -0.14
50 C 1.229 3.196 4.199  -0.62
51 C 3.584 -3.521 -0.989  -0.19
52 H 0.071 5.009 4.389  0.09
53 H -4.288 0.191 4.103  0.09
54 H 2.065 -0.513 6.337  0.09
55 H 3.160 1.642 -1.582  0.10
56 H 2.233 -0.687 2.733  0.08
57 H 1.974 3.441 6.212  0.09
58 H 3.934 -5.533 -1.726  0.11
59 H 1.829 5.261 4.447  0.09
60 H -3.578 2.993 5.465  0.09
61 H -0.651 -2.935 5.295  0.09
62 H 5.471 1.118 -1.360  0.09
63 H 5.397 2.077 2.314  0.11
64 H -1.291 -1.853 4.040  0.07
65 H 4.121 -5.376 0.013  0.11
66 H 4.514 -3.175 -0.532  0.10
67 H 5.556 0.729 -4.363  0.11
68 H -0.487 4.553 0.322  0.12
69 H -5.059 1.764 3.808  0.09
70 H -1.661 -0.187 5.833  0.06
71 H 3.750 0.569 3.985  0.08
72 H 3.608 -3.255 -2.047  0.10
73 H -0.200 2.189 -2.675  0.11
74 H 2.657 3.066 2.573  0.08
75 H -3.624 3.750 3.145  0.09
76 H 0.231 3.131 6.125  0.08
77 H 5.438 2.218 -3.436  0.11
78 H -0.875 -1.167 7.087  0.09
79 H 2.046 -6.629 -0.600  0.11
80 H -1.342 2.619 -1.385  0.07
81 H 0.445 -4.887 0.639  0.08
82 H 1.752 -5.657 1.530  0.11
83 H 6.016 -0.880 2.561  0.11
84 H 1.138 5.164 -0.021  0.12
85 H -0.613 4.810 -2.098  0.12
86 H 4.099 1.302 0.141  0.07
87 H 2.109 2.992 0.180  0.11
88 H 1.061 4.257 -2.298  0.12
89 H -0.307 0.483 6.758  0.08
90 H 0.679 2.694 1.195  0.08
91 H 3.266 0.355 -4.338  0.12
92 H 1.494 -3.034 1.682  0.04
93 H 3.099 -3.738 1.511  0.11
94 H 3.399 3.141 4.186  0.10
95 H 4.343 -1.020 4.431  0.11
96 H -2.980 1.386 5.911  0.08
97 H 5.139 -1.321 -1.095  0.08
98 H 4.887 -1.488 -2.818  0.12
99 H 4.559 -1.178 0.829  0.10
100 H 6.605 0.187 -2.313  0.11
101 H 6.231 0.396 3.746  0.11
102 H 3.315 -2.078 2.665  0.09
103 H 3.203 2.090 -4.055  0.11
104 H -4.331 0.869 2.468  0.07
105 H 2.595 1.649 3.643  0.05
106 H 1.378 1.811 5.835  0.06
107 H 1.028 4.904 2.901  0.08
108 H 3.229 1.413 1.663  0.07
109 H 6.196 1.010 1.164  0.11
110 H 2.236 -1.827 5.161  0.07
111 H 1.789 0.955 -2.433  0.03
112 H -1.835 2.663 5.451  0.07
113 H 1.391 -2.117 6.695  0.09
114 H 1.503 -3.017 -0.949  0.06
115 H 1.457 -5.210 -1.452  0.11
116 H -1.855 3.580 3.096  0.07
117 H 2.679 -1.213 -2.500  0.07
118 H 0.298 -2.608 3.831  0.07
119 H -2.858 2.812 1.858  0.07

[3]
The following is a quantum chemistry calculation of C37H63AsLiN2O2 as an isolated structure, from OMol25.

Properties
total charge = -1
E_tot = -3951.12231 a.u.
largest force on an atom = 0.378 eV Å⁻¹
gap between HOMO and LUMO = 5.841 eV
energy above the lowest of the compared OMol25 structures with the same formula, charge and spin = 2.4 kcal per mole

Each line ends with the Löwdin charge.
Element x y z (Å)
1 As -2.733 2.376 -0.705  1.09
2 O -0.005 -0.110 -1.943  -0.19
3 O -1.483 -0.852 0.889  -0.19
4 N 0.823 1.718 0.968  -0.29
5 N 1.425 -1.064 0.436  -0.20
6 C -1.655 -5.937 -4.151  -0.07
7 C -1.040 -6.288 -1.775  -0.06
8 C -2.391 -4.311 1.469  0.00
9 C -2.658 0.003 -3.367  -0.08
10 C -0.084 -1.356 -2.307  -0.34
11 C 0.664 -2.356 -1.616  -0.13
12 C -0.595 -5.642 -3.091  -0.56
13 C -4.376 -1.313 1.447  -0.05
14 C 1.780 -1.936 -0.694  -0.12
15 C -3.216 3.906 0.436  -0.35
16 C 1.035 -1.812 1.640  -0.14
17 C -0.162 -2.708 1.503  -0.14
18 C -0.918 -1.801 -3.375  -0.10
19 C 0.724 -6.287 -3.540  -0.06
20 C -0.398 -4.145 -2.870  -0.19
21 C -2.534 -2.992 1.071  -0.08
22 C -4.566 1.783 -1.043  -0.32
23 C -2.452 -1.440 -5.366  -0.08
24 C -1.881 -7.296 1.578  -0.05
25 C -1.185 -4.876 1.899  -0.19
26 C -1.167 -6.288 2.488  -0.56
27 C -2.474 3.420 -2.347  -0.32
28 C -3.677 -1.935 -0.885  -0.05
29 C -4.951 -3.529 0.512  -0.08
30 C -1.065 -3.167 -3.599  0.00
31 C -0.671 0.199 -4.880  -0.05
32 C -1.400 -2.120 1.141  -0.34
33 C -3.866 -2.451 0.550  -0.52
34 C 0.069 2.457 1.963  -0.10
35 C 0.487 -3.696 -1.893  -0.01
36 C 2.482 -0.112 0.739  -0.19
37 C 0.258 -6.793 2.711  -0.08
38 C 1.201 2.570 -0.148  -0.09
39 C -1.665 -0.779 -4.233  -0.52
40 C -1.887 -6.270 3.846  -0.06
41 C 1.986 1.066 1.566  -0.20
42 C -0.073 -4.043 1.871  -0.01
43 Li -0.249 0.059 -0.105  0.50
44 H -0.812 2.901 1.499  0.04
45 H 0.815 -1.072 2.415  0.12
46 H 2.813 1.787 1.697  0.12
47 H 0.308 3.011 -0.591  0.06
48 H 3.330 -0.584 1.271  0.13
49 H -3.237 -2.102 -4.993  0.08
50 H 0.903 -4.414 2.173  0.10
51 H -2.934 -0.662 -5.966  0.08
52 H 1.895 -2.411 1.994  0.12
53 H -2.920 -5.937 3.732  0.08
54 H -1.216 0.942 -5.475  0.07
55 H -0.273 1.775 2.741  0.09
56 H -1.178 -7.368 -1.895  0.08
57 H -1.382 -7.374 0.613  0.06
58 H 1.876 3.384 0.170  0.09
59 H -1.742 -3.483 -4.383  0.08
60 H 1.510 -6.129 -2.800  0.07
61 H -1.803 -2.021 -6.026  0.08
62 H 0.231 -7.808 3.117  0.08
63 H -3.335 -2.740 -1.542  0.09
64 H -2.917 -7.010 1.392  0.07
65 H -1.376 -5.533 -5.127  0.08
66 H -1.777 -7.018 -4.258  0.08
67 H 2.879 0.257 -0.209  0.11
68 H -0.301 -6.124 -0.989  0.07
69 H -1.977 -5.851 -1.424  0.09
70 H -3.371 3.991 -2.594  0.02
71 H 1.684 1.980 -0.927  0.08
72 H 1.064 -5.854 -4.483  0.08
73 H -5.322 -0.923 1.053  0.07
74 H -1.895 -7.268 4.297  0.07
75 H -4.012 4.493 -0.024  0.01
76 H -2.343 4.543 0.588  0.01
77 H -5.169 -3.931 1.506  0.08
78 H 0.664 3.265 2.423  0.09
79 H -1.392 -5.581 4.534  0.09
80 H 0.007 -0.338 -5.550  0.08
81 H 0.805 -6.166 3.418  0.08
82 H -2.623 -5.513 -3.876  0.08
83 H -2.221 2.748 -3.166  0.00
84 H -4.674 -4.361 -0.139  0.08
85 H 1.059 -4.411 -1.306  0.11
86 H 1.706 0.737 2.567  0.10
87 H 0.602 -7.367 -3.678  0.08
88 H -5.873 -3.090 0.121  0.08
89 H -4.561 -1.683 2.460  0.08
90 H -3.434 -0.661 -2.977  0.06
91 H -2.932 -1.141 -0.916  0.06
92 H 2.299 -2.837 -0.328  0.12
93 H -3.271 -4.944 1.459  0.09
94 H -1.640 4.107 -2.196  0.01
95 H 0.823 -6.817 1.776  0.08
96 H 2.505 -1.379 -1.297  0.12
97 H -0.080 0.708 -4.122  0.07
98 H -3.142 0.792 -3.954  0.08
99 H -3.548 3.541 1.408  0.02
100 H -4.956 1.314 -0.140  0.01
101 H -2.134 0.449 -2.521  0.02
102 H -3.646 -0.508 1.498  0.06
103 H -4.626 -1.550 -1.276  0.08
104 H -1.888 -8.286 2.045  0.08
105 H -4.564 1.039 -1.839  0.00
106 H -5.188 2.633 -1.327  0.02

[4]
The following is a quantum chemistry calculation of one molecule with the formula C5H7N in a non-equilibrium geometry, from OMol25.

Properties
SMILES string = NC1C=CC=C1
E_tot = -249.36974 a.u.
largest force on an atom = 4.835 eV Å⁻¹
gap between HOMO and LUMO = 9.299 eV
energy above the lowest of the compared OMol25 structures with the same formula, charge and spin = 64.9 kcal per mole

Each line ends with the Löwdin charge.
Element x y z (Å)
1 N -1.781 0.134 -0.293  0.02
2 C 0.265 -1.141 0.071  -0.13
3 C 0.125 1.180 0.166  -0.14
4 C 1.383 0.910 -0.003  -0.08
5 C -0.612 -0.073 0.560  -0.41
6 C 1.523 -0.695 -0.069  -0.03
7 H 2.334 -1.466 -0.224  0.10
8 H -2.667 -0.286 -0.034  0.07
9 H -0.179 2.271 0.039  0.14
10 H 2.088 1.634 -0.540  0.11
11 H -0.792 -0.210 1.645  0.16
12 H -1.459 -0.176 -1.216  0.09
13 H -0.227 -2.082 -0.103  0.10